[1]
Below is C68H87BaF10N2O5P3SSi2 as an isolated structure in a non-equilibrium geometry, with properties calculated with wB97M-V/def2-TZVPD.

Output
- LUMO: -0.1886 eV
- Energy: -6154.90637 hartree
- Frontier orbital gap: 6.48 eV
- Relative energy (zero: lowest compared OMol25 entry of this formula, charge and spin): 34.1 kJ/mol
- Highest occupied orbital energy: -6.66 eV
- M: 1520.92 u

Element x y z (Å)
Ba -0.28 -1.15 -0.57
C -1.70 -3.39 -5.00
Si -1.15 -3.57 -3.21
C 0.72 -3.38 -3.17
C -1.54 -5.32 -2.66
N -1.84 -2.43 -2.13
C -3.16 -2.42 -1.79
C -4.21 -3.12 -2.45
C -5.53 -3.10 -2.02
C -5.92 -2.37 -0.91
C -4.95 -1.63 -0.24
C -3.65 -1.68 -0.68
F -2.75 -0.90 0.03
H -0.86 -3.54 -5.69
H -2.12 -2.40 -5.19
H -2.47 -4.13 -5.26
H 1.15 -3.68 -4.13
H 1.16 -4.04 -2.41
H 1.07 -2.35 -2.97
H -0.91 -6.05 -3.19
H -2.58 -5.58 -2.84
H -1.34 -5.41 -1.59
H -3.94 -3.69 -3.33
H -6.27 -3.67 -2.57
H -6.95 -2.35 -0.57
H -5.18 -1.03 0.63
C -2.47 -5.15 1.58
P -1.85 -3.43 1.64
C -3.02 -2.74 2.87
C -0.35 -3.66 2.73
C 0.70 -4.57 2.06
P 1.05 -4.09 0.31
C 2.51 -2.99 0.53
C 1.92 -5.61 -0.23
H -2.58 -5.57 2.58
H -1.80 -5.78 0.99
H -3.44 -5.15 1.07
H -3.00 -3.29 3.82
H -4.03 -2.79 2.46
H -2.80 -1.69 3.07
H -0.65 -4.06 3.71
H 0.07 -2.66 2.91
H 0.32 -5.59 2.04
H 1.63 -4.58 2.63
H 3.37 -3.54 0.93
H 2.27 -2.17 1.21
H 2.77 -2.55 -0.43
H 2.65 -5.92 0.52
H 2.45 -5.42 -1.17
H 1.21 -6.42 -0.40
C 2.68 -1.63 -6.02
C 2.42 -0.36 -5.23
C 0.91 -0.10 -5.13
C 3.12 0.81 -5.90
O 2.98 -0.58 -3.92
Si 2.76 0.23 -2.50
O 1.59 -0.40 -1.60
O 4.20 0.19 -1.68
C 5.45 -0.47 -1.93
C 6.32 -0.16 -0.72
C 5.25 -1.97 -2.06
C 6.11 0.09 -3.20
O 2.46 1.79 -2.97
C 2.85 3.06 -2.42
C 1.82 4.07 -2.89
C 4.23 3.42 -2.96
C 2.88 3.01 -0.91
H 2.34 -1.52 -7.05
H 2.16 -2.48 -5.57
H 3.75 -1.85 -6.02
H 0.49 0.02 -6.13
H 0.72 0.81 -4.55
H 0.41 -0.94 -4.64
H 2.68 0.99 -6.89
H 4.18 0.60 -6.03
H 3.01 1.72 -5.30
H 5.86 -0.58 0.18
H 6.42 0.92 -0.60
H 7.32 -0.59 -0.84
H 4.85 -2.38 -1.13
H 6.21 -2.46 -2.26
H 4.56 -2.21 -2.87
H 6.36 1.14 -3.08
H 5.43 -0.02 -4.05
H 7.03 -0.46 -3.41
H 1.75 4.06 -3.98
H 2.09 5.07 -2.56
H 0.84 3.81 -2.47
H 4.23 3.39 -4.05
H 4.97 2.72 -2.59
H 4.51 4.43 -2.63
H 1.89 2.73 -0.53
H 3.18 3.97 -0.50
H 3.60 2.26 -0.58
N -1.14 1.17 -1.49
S -2.45 2.03 -1.39
C -3.82 1.26 -2.25
C -5.09 1.39 -1.70
C -6.17 0.85 -2.37
C -5.98 0.16 -3.56
C -4.69 0.02 -4.09
C -3.61 0.58 -3.43
C -2.36 3.42 -2.52
C -1.50 3.41 -3.59
C -1.48 4.49 -4.47
C -2.32 5.57 -4.26
C -3.19 5.58 -3.16
C -3.20 4.51 -2.29
H -0.81 1.00 -2.44
H -5.22 1.90 -0.75
H -7.17 0.93 -1.95
H -6.82 -0.27 -4.08
H -4.54 -0.54 -5.01
H -2.61 0.45 -3.83
H -0.82 2.57 -3.75
H -0.80 4.48 -5.31
H -2.31 6.41 -4.94
H -3.84 6.43 -2.99
H -3.87 4.50 -1.43
F -6.80 6.05 3.38
C -5.88 5.86 4.34
F -5.24 7.03 4.53
F -6.54 5.59 5.48
C -4.91 4.76 3.99
C -3.92 4.42 4.91
C -3.03 3.41 4.62
C -3.11 2.73 3.40
C -4.10 3.08 2.49
C -5.00 4.10 2.78
P -1.93 1.41 2.89
C -1.84 0.35 4.38
C -2.97 0.12 5.15
C -2.96 -0.86 6.14
C -1.82 -1.61 6.36
C -0.68 -1.39 5.59
C -0.69 -0.43 4.60
C -1.79 -2.68 7.41
F -3.01 -2.95 7.90
F -1.01 -2.33 8.45
F -1.28 -3.83 6.93
C -0.41 2.44 2.98
C 0.42 2.58 4.10
C 1.45 3.50 4.10
C 1.65 4.31 2.99
C 0.84 4.19 1.88
C -0.17 3.24 1.87
C 2.80 5.28 2.98
F 2.99 5.84 4.19
F 3.95 4.66 2.66
F 2.62 6.27 2.10
H -3.86 4.96 5.85
H -2.26 3.16 5.34
H -4.17 2.55 1.55
H -5.78 4.37 2.07
H -3.87 0.69 4.99
H -3.85 -1.04 6.73
H 0.21 -1.98 5.77
H 0.18 -0.30 3.98
H 0.25 1.97 4.98
H 2.09 3.60 4.97
H 0.99 4.83 1.02
H -0.79 3.12 0.98
C 3.41 1.15 1.98
C 2.82 -0.08 2.61
O 1.68 -0.42 2.35
C 3.66 -0.93 3.52
C 4.95 -0.56 3.88
C 5.69 -1.37 4.73
C 5.15 -2.55 5.21
C 3.86 -2.93 4.85
C 3.12 -2.12 4.01
H 2.60 1.75 1.57
H 4.05 0.83 1.15
H 4.01 1.74 2.67
H 5.39 0.35 3.51
H 6.70 -1.08 5.01
H 5.73 -3.18 5.87
H 3.44 -3.85 5.22
H 2.11 -2.39 3.71



[2]
Below is a 15-piece molecular cluster, C69H148N7O18 overall in a non-equilibrium geometry, with properties calculated with wB97M-V/def2-TZVPD.

Output
- LUMO: 0.9210 eV
- Energy: -4455.19636 hartree
- Frontier orbital gap: 4.59 eV
- Charge: -1
- Highest occupied orbital energy: -3.67 eV
- M: 1363.97 u

Element x y z (Å)
C 18.33 19.46 9.52
C 17.60 18.18 9.41
C 18.57 16.94 9.55
N 17.80 15.65 10.05
C 18.83 14.45 10.18
C 19.96 14.66 11.20
C 19.39 14.94 12.56
C 18.36 16.10 12.54
C 17.27 15.93 11.44
C 16.68 15.30 9.09
H 18.92 19.47 10.44
H 17.74 20.37 9.49
H 19.08 19.55 8.74
H 17.05 18.17 8.47
H 16.79 18.24 10.14
H 19.42 17.07 10.22
H 18.89 16.79 8.52
H 19.13 14.31 9.14
H 18.22 13.57 10.41
H 20.53 15.55 10.94
H 20.63 13.80 11.15
H 20.29 15.25 13.09
H 19.02 14.05 13.07
H 18.98 16.98 12.40
H 17.91 16.07 13.53
H 16.69 16.85 11.52
H 16.64 15.06 11.59
H 17.25 15.15 8.18
H 16.04 16.19 9.09
H 16.20 14.37 9.38
C 17.81 17.41 16.39
C 18.85 18.50 16.38
C 18.36 19.87 15.80
N 19.45 20.94 15.59
C 20.33 20.64 14.36
C 19.44 20.79 13.03
C 18.71 22.14 12.91
C 17.87 22.41 14.19
C 18.72 22.29 15.52
C 20.52 21.01 16.74
H 16.85 17.76 16.76
H 18.16 16.48 16.84
H 17.56 17.18 15.35
H 19.70 18.16 15.79
H 19.12 18.80 17.39
H 17.67 20.32 16.52
H 17.94 19.85 14.79
H 20.79 19.66 14.47
H 21.17 21.33 14.26
H 18.82 19.92 12.83
H 20.12 20.85 12.17
H 18.14 22.15 11.99
H 19.41 22.97 12.86
H 16.97 21.80 14.28
H 17.46 23.42 14.13
H 18.18 22.53 16.44
H 19.50 23.04 15.43
H 19.97 21.26 17.65
H 21.17 21.83 16.45
H 21.00 20.04 16.72
C 15.46 21.36 11.77
C 14.03 21.70 12.36
C 12.97 21.77 11.23
N 11.48 22.05 11.61
C 10.51 21.90 10.39
C 10.36 20.38 9.99
C 9.94 19.49 11.23
C 10.86 19.71 12.43
C 11.05 21.17 12.82
C 11.45 23.57 11.95
H 15.92 22.26 11.37
H 15.31 20.59 11.01
H 16.15 21.01 12.54
H 14.12 22.67 12.85
H 13.82 20.94 13.12
H 12.81 20.74 10.92
H 13.08 22.41 10.35
H 10.98 22.42 9.56
H 9.51 22.21 10.70
H 11.26 20.06 9.46
H 9.54 20.36 9.27
H 9.90 18.43 10.98
H 8.91 19.74 11.47
H 11.87 19.32 12.29
H 10.48 19.14 13.28
H 11.67 21.38 13.69
H 10.08 21.58 13.10
H 11.74 24.03 11.01
H 12.07 23.79 12.82
H 10.45 23.95 12.16
C 12.34 27.08 17.84
C 13.89 27.18 18.03
C 14.71 26.42 17.04
N 16.25 26.65 17.17
C 16.83 25.67 16.12
C 18.37 25.79 15.95
C 18.73 27.26 15.53
C 18.19 28.29 16.43
C 16.62 28.05 16.56
C 16.79 26.45 18.59
H 11.79 27.59 18.63
H 12.09 26.02 17.95
H 12.02 27.43 16.86
H 14.14 26.65 18.95
H 14.11 28.24 18.10
H 14.56 26.69 16.00
H 14.62 25.34 17.20
H 16.30 25.83 15.18
H 16.59 24.68 16.52
H 18.77 25.08 15.21
H 18.90 25.57 16.87
H 18.26 27.29 14.56
H 19.81 27.34 15.35
H 18.43 29.29 16.05
H 18.62 28.16 17.42
H 16.24 28.21 15.55
H 16.09 28.77 17.18
H 16.33 25.57 19.04
H 16.55 27.23 19.32
H 17.88 26.42 18.56
C 26.03 15.02 19.05
C 25.17 14.52 17.84
C 24.03 15.51 17.54
N 24.40 16.71 16.54
C 25.42 16.28 15.38
C 24.71 15.44 14.32
C 23.42 16.05 13.75
C 22.46 16.38 14.87
C 23.07 17.35 15.94
C 25.07 17.90 17.23
H 25.32 15.36 19.81
H 26.73 15.79 18.77
H 26.63 14.23 19.50
H 24.69 13.61 18.20
H 25.83 14.24 17.02
H 23.61 15.98 18.43
H 23.19 14.93 17.15
H 26.29 15.81 15.82
H 25.79 17.19 14.90
H 24.47 14.44 14.69
H 25.33 15.30 13.44
H 23.00 15.47 12.93
H 23.83 16.92 13.24
H 21.93 15.50 15.24
H 21.64 17.02 14.52
H 22.35 17.49 16.76
H 23.37 18.32 15.55
H 24.27 18.32 17.83
H 25.33 18.65 16.48
H 25.92 17.44 17.74
C 16.46 13.70 16.79
C 14.92 13.64 16.69
C 14.28 12.64 17.64
O 14.49 11.25 17.31
C 14.16 10.40 18.36
N 14.57 15.06 17.12
H 14.49 15.66 16.32
H 13.67 15.05 17.56
H 15.19 15.56 17.75
H 16.88 14.01 17.75
H 17.03 14.23 16.03
H 16.84 12.69 16.67
H 14.55 13.44 15.68
H 13.21 12.76 17.74
H 14.60 12.90 18.65
H 14.99 9.76 18.66
H 13.24 9.83 18.22
H 14.07 10.97 19.28
C 22.21 23.34 20.47
C 22.12 23.09 18.99
C 21.67 24.45 18.29
O 21.49 24.11 16.95
C 21.73 25.08 15.96
N 23.38 22.51 18.36
H 23.31 22.65 17.36
H 24.20 23.00 18.70
H 23.57 21.54 18.56
H 21.25 23.25 20.98
H 22.68 24.28 20.74
H 22.88 22.62 20.95
H 21.36 22.34 18.75
H 22.46 25.19 18.43
H 20.75 24.87 18.70
H 21.33 26.05 16.26
H 21.28 24.80 15.02
H 22.81 25.03 15.79
C 17.09 18.23 19.91
C 16.22 17.00 19.70
O 16.68 15.82 19.86
O 14.94 17.09 19.46
H 18.13 17.94 20.06
H 16.67 18.82 20.72
H 17.06 18.79 18.97
C 20.64 19.50 20.46
C 22.00 19.11 19.83
O 22.01 18.10 19.07
O 23.03 19.85 19.86
H 20.55 18.95 21.40
H 19.87 19.25 19.74
H 20.56 20.59 20.53
C 17.49 25.85 11.73
C 16.18 26.17 12.38
O 16.03 27.37 12.65
O 15.43 25.29 12.82
H 17.75 24.79 11.78
H 18.29 26.50 12.09
H 17.35 26.17 10.70
C 23.83 23.51 13.30
C 24.48 22.49 14.32
O 25.42 21.71 14.00
O 24.19 22.70 15.54
H 23.58 24.45 13.80
H 22.88 23.19 12.87
H 24.46 23.67 12.43
C 23.31 19.40 11.52
C 22.15 18.51 11.31
O 22.01 18.14 10.10
O 21.41 18.33 12.24
H 23.54 19.32 12.59
H 23.03 20.42 11.27
H 24.17 19.03 10.97
C 19.22 23.45 9.35
C 19.19 23.54 7.80
O 18.50 22.68 7.24
O 19.85 24.41 7.13
H 19.26 22.38 9.57
H 18.30 23.88 9.75
H 20.10 23.95 9.76
C 14.98 18.11 13.26
C 14.66 17.08 14.33
O 14.07 17.40 15.39
O 14.86 15.85 14.09
H 14.74 17.75 12.26
H 16.05 18.25 13.10
H 14.57 19.09 13.50
C 16.87 21.61 20.44
C 17.36 22.50 19.28
O 18.48 22.97 19.34
O 16.47 22.88 18.47
H 16.47 22.14 21.31
H 17.63 20.88 20.75
H 16.07 20.94 20.12



- Look up the LUMO of the first one.
  -0.1886 eV